1.
C30H90O15 | wB97M-V/def2-TZVPD

Element x y z (Å)
C (-0.012, -2.103, -3.906)
C (1.511, -2.170, -4.036)
O (2.153, -1.984, -2.782)
H (-0.492, -2.246, -4.874)
H (-0.295, -1.145, -3.468)
H (-0.348, -2.892, -3.231)
H (1.849, -1.374, -4.698)
H (1.769, -3.144, -4.465)
H (1.895, -2.683, -2.142)
C (-2.384, -5.048, -0.963)
C (-2.367, -3.546, -1.118)
O (-1.123, -2.985, -0.715)
H (-2.075, -5.393, 0.026)
H (-1.774, -5.560, -1.710)
H (-3.386, -5.461, -1.103)
H (-3.198, -3.068, -0.585)
H (-2.561, -3.270, -2.164)
H (-1.268, -2.019, -0.605)
C (-5.595, 0.764, 1.084)
C (-4.234, 1.361, 1.491)
O (-3.438, 1.578, 0.332)
H (-6.171, 0.332, 1.905)
H (-5.436, -0.026, 0.351)
H (-6.197, 1.578, 0.674)
H (-3.717, 0.678, 2.172)
H (-4.450, 2.282, 2.040)
H (-3.562, 2.534, 0.141)
C (1.380, -2.181, 3.133)
C (1.319, -0.755, 2.614)
O (0.778, 0.114, 3.623)
H (1.568, -2.873, 2.306)
H (0.490, -2.527, 3.658)
H (2.227, -2.325, 3.809)
H (0.682, -0.745, 1.724)
H (2.302, -0.396, 2.321)
H (0.109, -0.391, 4.111)
C (-0.311, 3.494, 3.179)
C (0.612, 2.865, 2.151)
O (1.871, 2.497, 2.703)
H (-0.765, 2.721, 3.802)
H (-1.123, 4.029, 2.678)
H (0.219, 4.218, 3.795)
H (0.812, 3.588, 1.350)
H (0.123, 2.037, 1.622)
H (1.690, 1.634, 3.126)
C (0.896, -0.353, -0.423)
C (-0.342, 0.487, -0.149)
O (-1.530, -0.271, -0.320)
H (1.776, 0.266, -0.244)
H (0.930, -0.623, -1.479)
H (0.880, -1.245, 0.203)
H (-0.306, 1.436, -0.699)
H (-0.284, 0.833, 0.899)
H (-2.267, 0.348, -0.144)
C (-3.255, -3.477, 2.915)
C (-2.102, -2.627, 2.442)
O (-0.970, -3.434, 2.132)
H (-3.630, -4.134, 2.125)
H (-4.139, -2.883, 3.174)
H (-3.031, -4.105, 3.777)
H (-1.802, -1.889, 3.192)
H (-2.350, -2.040, 1.553)
H (-0.817, -3.431, 1.173)
C (4.493, 2.146, -3.615)
C (3.452, 1.119, -3.998)
O (2.662, 0.738, -2.864)
H (5.094, 2.437, -4.478)
H (5.200, 1.766, -2.872)
H (4.093, 3.049, -3.151)
H (3.915, 0.254, -4.481)
H (2.754, 1.505, -4.750)
H (2.496, -0.219, -2.961)
C (-2.391, -0.154, 3.057)
C (-2.650, -0.385, 4.525)
O (-1.463, -0.832, 5.174)
H (-1.667, 0.653, 2.919)
H (-3.289, 0.250, 2.581)
H (-2.069, -1.041, 2.513)
H (-3.417, -1.166, 4.601)
H (-3.064, 0.524, 4.970)
H (-1.590, -0.930, 6.120)
C (2.948, -5.601, -2.210)
C (1.520, -5.400, -1.789)
O (1.418, -4.104, -1.197)
H (3.592, -5.611, -1.323)
H (3.285, -4.695, -2.723)
H (3.211, -6.497, -2.765)
H (1.192, -6.184, -1.096)
H (0.795, -5.491, -2.609)
H (0.483, -3.969, -0.957)
C (-1.621, 4.396, 0.433)
C (-2.776, 5.153, -0.241)
O (-3.945, 4.305, -0.184)
H (-1.977, 3.846, 1.299)
H (-0.841, 5.104, 0.719)
H (-1.162, 3.739, -0.303)
H (-2.502, 5.352, -1.279)
H (-3.004, 6.092, 0.266)
H (-4.545, 4.506, -0.909)
C (3.639, -1.511, 0.003)
C (4.945, -1.928, -0.658)
O (5.752, -2.557, 0.317)
H (2.925, -2.322, 0.147)
H (3.180, -0.666, -0.506)
H (3.893, -1.181, 1.014)
H (5.450, -1.053, -1.095)
H (4.792, -2.591, -1.523)
H (6.658, -2.644, 0.013)
C (3.986, 2.064, 0.031)
C (4.630, 2.971, 1.058)
O (3.778, 4.088, 1.328)
H (4.010, 2.558, -0.939)
H (2.961, 1.813, 0.308)
H (4.530, 1.120, -0.044)
H (5.540, 3.457, 0.700)
H (4.887, 2.429, 1.974)
H (3.074, 3.786, 1.921)
C (-4.195, 1.270, -2.395)
C (-2.770, 1.536, -1.987)
O (-2.195, 2.471, -2.881)
H (-4.195, 0.862, -3.411)
H (-4.851, 2.141, -2.470)
H (-4.719, 0.586, -1.723)
H (-2.133, 0.646, -1.913)
H (-2.759, 1.941, -0.957)
H (-1.229, 2.457, -2.720)
C (-0.023, 3.936, -0.369)
C (0.978, 3.441, -1.389)
O (0.424, 2.259, -2.002)
H (-0.189, 3.110, 0.323)
H (-0.967, 4.207, -0.839)
H (0.437, 4.755, 0.187)
H (1.905, 3.133, -0.887)
H (1.315, 4.155, -2.148)
H (1.171, 1.754, -2.372)

Properties
**Energy**: -63260.7908 eV
**Energy relative to the best compared isomer or geometry (same formula, charge and spin)**: 519.2 kcal/mol
**Net charge**: 0
**LUMO energy**: 0.49 eV

2.
C20H25ClHfN2O | wB97M-V/def2-TZVPD

Element x y z (Å)
C (0.016, 0.213, -5.345)
C (1.402, 0.764, -5.699)
C (-0.210, -1.146, -6.015)
C (-1.086, 1.203, -5.736)
Cl (-0.080, -0.038, -3.484)
H (-0.179, -1.062, -7.108)
H (-1.198, -1.541, -5.749)
H (0.580, -1.851, -5.724)
H (1.491, 0.928, -6.781)
H (2.187, 0.048, -5.423)
H (1.577, 1.734, -5.216)
H (-1.086, 1.385, -6.817)
H (-0.931, 2.174, -5.247)
H (-2.073, 0.796, -5.480)
C (1.514, -1.798, 1.224)
C (0.597, -2.514, 0.369)
C (0.730, -1.976, -0.956)
H (0.065, -3.418, 0.649)
C (1.742, -0.972, -0.930)
C (2.234, -0.846, 0.404)
H (3.032, -0.169, 0.715)
H (1.720, -2.030, 2.266)
H (0.285, -2.357, -1.868)
H (2.150, -0.476, -1.804)
C (-2.399, 0.655, 0.667)
C (-2.297, -0.570, 1.423)
C (-2.033, -1.642, 0.497)
H (-2.501, -0.686, 2.487)
C (-1.928, -1.064, -0.815)
C (-2.165, 0.336, -0.702)
H (-2.263, 1.026, -1.539)
H (-2.634, 1.653, 1.053)
H (-2.088, -2.700, 0.747)
H (-1.848, -1.586, -1.767)
Hf (-0.140, -0.292, 0.518)
N (1.105, 2.818, 7.141)
C (0.703, 1.546, 6.845)
O (0.500, 0.758, 7.765)
C (0.516, 1.109, 5.420)
C (0.726, 1.917, 4.299)
C (0.516, 1.420, 3.010)
N (0.096, 0.136, 2.793)
C (-0.104, -0.667, 3.886)
C (0.095, -0.202, 5.177)
H (1.194, 3.047, 8.124)
H (1.266, 3.556, 6.489)
H (1.051, 2.945, 4.414)
H (0.675, 2.031, 2.116)
H (-0.433, -1.701, 3.707)
H (-0.093, -0.892, 5.999)

Properties
**Energy**: -39988.6040 eV
**Energy relative to the best compared isomer or geometry (same formula, charge and spin)**: 33.7 kcal/mol
**Net charge**: +2
**LUMO energy**: -8.04 eV

3.
C2H6FN3 | wB97M-V/def2-TZVPD

Element x y z (Å)
C (0.189, -0.123, 0.270)
C (-1.031, -0.696, 1.043)
H (1.136, 1.817, -1.290)
H (1.341, 0.478, -2.195)
H (-1.165, 0.298, -1.101)
H (1.576, -0.486, 1.499)
H (-1.630, -1.292, 0.302)
H (-1.606, 0.118, 1.567)
N (0.673, 1.092, -1.829)
N (-0.217, 0.436, -0.937)
N (1.393, -0.022, 0.645)
F (-0.660, -1.621, 2.025)

Properties
**Energy**: -9357.7326 eV
**SMILES**: [H]/N=C(\CF)NN
**Energy relative to the best compared isomer or geometry (same formula, charge and spin)**: 8.1 kcal/mol
**Net charge**: 0
**LUMO energy**: 0.91 eV

4.
BrH4N2OP | wB97M-V/def2-TZVPD

Element x y z (Å)
N (-0.042, 1.190, -0.917)
N (-0.276, -0.907, 1.753)
O (-2.253, 2.371, -0.333)
P (-1.478, 1.182, -0.345)
Br (-2.808, -0.791, -0.222)
H (0.322, 0.334, -1.329)
H (0.099, -0.361, 2.557)
H (-1.211, -1.335, 2.000)
H (-0.235, 0.062, 1.268)

Properties
**Energy**: -84422.9387 eV
**Energy relative to the best compared isomer or geometry (same formula, charge and spin)**: 57.5 kcal/mol
**Net charge**: 0
**LUMO energy**: -2.04 eV

5.
C26H24BrIrN6O7P | wB97M-V/def2-TZVPD

Element x y z (Å)
Ir (0.466, -0.076, -0.398)
O (3.426, 2.538, 1.047)
C (2.364, 1.970, 1.024)
O (1.936, 1.225, 0.055)
C (1.428, 2.130, 2.203)
C (1.775, 3.004, 3.193)
C (0.965, 3.130, 4.332)
C (-0.195, 2.368, 4.526)
C (-0.545, 1.515, 3.537)
C (0.218, 1.357, 2.314)
O (-0.254, 0.562, 1.459)
N (-1.751, 0.683, 3.625)
O (-1.625, -0.379, 4.188)
O (-2.739, 1.129, 3.090)
N (1.356, 4.099, 5.386)
O (0.639, 4.141, 6.360)
O (2.349, 4.751, 5.170)
H (2.678, 3.593, 3.100)
H (-0.779, 2.482, 5.430)
C (-4.874, -1.980, -1.819)
C (-4.363, -2.943, -0.954)
C (-3.070, -2.844, -0.485)
C (-2.267, -1.765, -0.875)
C (-2.780, -0.814, -1.743)
C (-4.075, -0.920, -2.216)
N (-0.910, -1.665, -0.424)
N (-0.507, -2.690, 0.168)
C (0.740, -2.656, 0.798)
C (1.149, -3.743, 1.538)
C (2.413, -3.712, 2.119)
C (3.213, -2.600, 1.928)
C (2.728, -1.543, 1.168)
N (1.512, -1.570, 0.635)
H (-5.885, -2.067, -2.192)
H (-4.971, -3.787, -0.658)
H (-2.652, -3.602, 0.159)
H (-2.153, -0.004, -2.062)
H (-4.459, -0.184, -2.910)
H (0.462, -4.568, 1.667)
H (2.763, -4.547, 2.710)
H (4.203, -2.543, 2.356)
H (3.332, -0.666, 0.969)
Br (2.654, 1.343, -2.828)
C (2.138, -0.429, -3.099)
C (2.614, -1.042, -4.249)
C (2.309, -2.367, -4.478)
C (1.575, -3.055, -3.527)
C (1.115, -2.377, -2.425)
N (1.359, -1.068, -2.201)
H (3.223, -0.476, -4.938)
H (2.644, -2.854, -5.384)
H (1.367, -4.110, -3.632)
H (0.533, -2.896, -1.688)
C (0.270, 3.339, -1.158)
P (-0.630, 1.781, -1.378)
C (-2.176, 2.185, -0.502)
C (-0.980, 1.814, -3.164)
H (-0.340, 4.137, -1.584)
H (1.236, 3.324, -1.651)
H (0.421, 3.545, -0.099)
H (-2.791, 2.831, -1.129)
H (-1.921, 2.733, 0.406)
H (-2.749, 1.307, -0.215)
H (-1.774, 2.539, -3.346)
H (-1.278, 0.850, -3.568)
H (-0.077, 2.138, -3.680)

Properties
**Energy**: -132774.7967 eV
**Energy relative to the best compared isomer or geometry (same formula, charge and spin)**: 5.4 kcal/mol
**Multiplicity**: 2
**Net charge**: +2
**⟨S²⟩**: 0.786
**LUMO energy (spin up / spin down)**: -7.64 / -9.30 eV

6.
C36H33F6N3O24 | wB97M-V/def2-TZVPD

Element x y z (Å)
C (-1.493, -0.616, 9.660)
C (-2.229, 0.570, 9.520)
C (-2.171, 1.307, 8.395)
C (-1.457, 0.873, 7.260)
C (-0.641, -0.320, 7.400)
C (-0.657, -1.012, 8.601)
N (-1.364, 1.608, 5.997)
O (-0.670, 1.172, 5.032)
O (-1.890, 2.709, 5.985)
H (-1.510, -1.174, 10.585)
H (-2.949, 0.724, 10.311)
H (-2.951, 2.051, 8.462)
H (-0.022, -0.715, 6.608)
H (-0.075, -1.916, 8.706)
C (-4.358, -1.306, 5.806)
C (-3.119, -1.987, 5.692)
C (-2.726, -2.399, 4.459)
C (-3.453, -1.901, 3.304)
C (-4.623, -1.094, 3.434)
C (-5.039, -0.771, 4.705)
N (-3.018, -2.435, 2.049)
O (-3.728, -2.501, 1.052)
O (-1.844, -2.722, 2.030)
H (-4.767, -0.992, 6.755)
H (-2.573, -2.295, 6.571)
H (-1.854, -3.026, 4.346)
H (-5.094, -0.772, 2.517)
H (-5.873, -0.104, 4.865)
C (-0.194, -0.668, 0.241)
C (0.262, 0.092, -0.851)
C (0.791, 1.372, -0.701)
C (0.869, 1.903, 0.570)
C (0.238, 1.177, 1.585)
C (-0.188, -0.113, 1.494)
N (1.579, 3.211, 0.831)
O (1.131, 4.000, 1.687)
O (2.551, 3.405, 0.103)
H (-0.519, -1.698, 0.266)
H (0.196, -0.242, -1.876)
H (1.129, 1.960, -1.541)
H (-0.026, 1.660, 2.514)
H (-0.873, -0.600, 2.172)
C (-2.784, 4.266, -3.553)
C (-2.441, 5.722, -3.486)
O (-1.072, 5.820, -3.054)
C (-0.641, 4.583, -2.864)
O (0.541, 4.293, -2.671)
O (-1.724, 3.738, -2.799)
F (-3.267, 6.346, -2.599)
H (-2.857, 4.004, -4.609)
H (-3.747, 4.110, -3.065)
H (-2.509, 6.233, -4.446)
C (1.754, -2.549, -3.098)
C (3.311, -2.515, -3.371)
O (3.209, -2.485, -4.782)
C (2.068, -1.840, -5.173)
O (1.874, -1.380, -6.316)
O (1.191, -1.883, -4.213)
F (3.807, -3.651, -2.828)
H (1.644, -1.918, -2.216)
H (1.347, -3.539, -2.892)
H (3.893, -1.703, -2.936)
C (4.961, 1.300, 1.019)
C (5.460, 0.410, 2.178)
O (4.898, -0.877, 1.753)
C (3.855, -0.690, 1.000)
O (3.072, -1.488, 0.566)
O (3.814, 0.581, 0.668)
F (4.902, 0.769, 3.375)
H (5.667, 1.281, 0.188)
H (4.740, 2.344, 1.240)
H (6.547, 0.359, 2.233)
C (-1.829, -0.188, -7.188)
C (-1.125, 1.138, -7.263)
O (-1.005, 1.440, -5.912)
C (-1.237, 0.374, -5.116)
O (-1.082, 0.360, -3.925)
O (-1.692, -0.667, -5.859)
F (-1.988, 2.098, -7.753)
H (-1.493, -1.044, -7.772)
H (-2.868, -0.063, -7.491)
H (-0.162, 1.216, -7.769)
C (1.950, 2.034, -4.854)
C (3.358, 2.642, -4.614)
O (4.215, 2.261, -5.785)
C (3.275, 1.868, -6.731)
O (3.501, 1.564, -7.900)
O (2.089, 1.638, -6.217)
F (3.893, 2.193, -3.475)
H (1.077, 2.681, -4.938)
H (1.832, 1.194, -4.170)
H (3.418, 3.726, -4.707)
C (0.458, -4.405, 0.009)
C (0.510, -5.881, 0.419)
O (-0.736, -6.367, 0.138)
C (-1.321, -5.539, -0.822)
O (-2.414, -5.805, -1.279)
O (-0.454, -4.411, -0.998)
F (0.706, -5.967, 1.716)
H (1.359, -3.946, -0.398)
H (0.091, -3.853, 0.875)
H (1.362, -6.351, -0.072)

Properties
**Energy**: -107772.7204 eV
**Multiplicity**: 2
**Net charge**: -1
**⟨S²⟩**: 0.770
**LUMO energy (spin up / spin down)**: 1.54 / 1.55 eV

7.
C4H6N2 | wB97M-V/def2-TZVPD

Element x y z (Å)
N (-0.431, 0.156, -2.058)
C (-0.848, -0.910, -1.652)
C (-1.001, -1.125, -0.149)
N (-0.393, 0.001, 0.554)
C (-0.006, 1.123, -0.151)
C (1.041, 0.252, 0.409)
H (-2.072, -1.176, 0.067)
H (-0.538, -2.063, 0.168)
H (-0.305, 2.134, 0.114)
H (0.064, 1.034, -2.141)
H (1.594, -0.371, -0.301)
H (1.569, 0.452, 1.341)

Properties
**Energy**: -7219.8072 eV
**Energy relative to the best compared isomer or geometry (same formula, charge and spin)**: 133.4 kcal/mol
**Net charge**: 0
**LUMO energy**: 0.84 eV

8.
C37H45N3O3P2PtS2 | wB97M-V/def2-TZVPD

Element x y z (Å)
Pt (-0.093, 0.242, 0.124)
C (-4.278, 3.198, 0.226)
N (-3.056, 3.757, -0.311)
C (-3.047, 5.173, -0.595)
C (-1.995, 2.976, -0.458)
O (-2.039, 1.756, -0.207)
C (-0.687, 3.604, -0.929)
O (0.286, 2.582, -0.909)
C (1.587, 2.977, -1.284)
C (2.479, 1.747, -1.126)
O (2.007, 0.680, -0.660)
N (3.740, 1.805, -1.502)
C (4.545, 0.599, -1.486)
C (4.418, 2.978, -1.999)
H (-4.392, 3.466, 1.277)
H (-4.254, 2.114, 0.144)
H (-5.136, 3.582, -0.321)
H (-4.063, 5.554, -0.531)
H (-2.681, 5.381, -1.602)
H (-2.432, 5.722, 0.120)
H (-0.399, 4.422, -0.249)
H (-0.804, 4.015, -1.943)
H (1.928, 3.804, -0.643)
H (1.600, 3.314, -2.332)
H (3.946, -0.229, -1.115)
H (5.418, 0.734, -0.847)
H (4.887, 0.380, -2.499)
H (3.951, 3.900, -1.671)
H (4.454, 2.975, -3.088)
H (5.443, 2.964, -1.635)
C (-0.413, -3.164, -0.383)
C (-1.818, -2.705, -0.027)
P (-2.120, -0.967, -0.586)
C (-1.975, -1.050, -2.390)
C (-0.991, -0.278, -3.012)
C (-0.839, -0.332, -4.387)
C (-1.676, -1.141, -5.146)
C (-2.659, -1.910, -4.531)
C (-2.798, -1.886, -3.153)
C (-3.861, -0.721, -0.149)
C (-4.242, -0.906, 1.184)
C (-5.584, -0.994, 1.504)
C (-6.547, -0.857, 0.507)
C (-6.168, -0.593, -0.805)
C (-4.828, -0.477, -1.132)
P (0.914, -2.176, 0.437)
C (0.839, -2.600, 2.200)
C (0.101, -3.670, 2.704)
C (0.163, -3.972, 4.056)
C (0.932, -3.194, 4.918)
C (1.696, -2.146, 4.414)
C (1.636, -1.840, 3.068)
C (2.388, -3.029, -0.210)
C (3.315, -3.605, 0.660)
C (4.275, -4.469, 0.158)
C (4.368, -4.710, -1.208)
C (3.495, -4.072, -2.082)
C (2.529, -3.211, -1.590)
H (-0.260, -3.077, -1.461)
H (-0.268, -4.217, -0.124)
H (-1.983, -2.746, 1.051)
H (-2.560, -3.352, -0.505)
H (-0.370, 0.384, -2.402)
H (-0.080, 0.264, -4.876)
H (-1.576, -1.154, -6.221)
H (-3.312, -2.526, -5.130)
H (-3.550, -2.503, -2.681)
H (-3.487, -0.996, 1.952)
H (-5.878, -1.176, 2.526)
H (-7.596, -0.919, 0.761)
H (-6.918, -0.471, -1.573)
H (-4.538, -0.233, -2.144)
H (-0.490, -4.301, 2.061)
H (-0.396, -4.815, 4.437)
H (0.920, -3.391, 5.980)
H (2.341, -1.574, 5.065)
H (2.222, -1.025, 2.660)
H (3.257, -3.430, 1.724)
H (4.935, -4.988, 0.840)
H (5.119, -5.387, -1.591)
H (3.576, -4.249, -3.144)
H (1.885, -2.684, -2.281)
S (0.027, 1.250, 2.455)
C (1.447, 2.101, 2.841)
N (1.462, 3.052, 3.754)
C (2.717, 3.701, 4.078)
C (3.812, 3.081, 3.202)
S (3.012, 1.798, 2.164)
H (0.631, 3.346, 4.255)
H (2.939, 3.553, 5.139)
H (2.621, 4.778, 3.899)
H (4.591, 2.604, 3.795)
H (4.279, 3.801, 2.528)

Properties
**Energy**: -93168.4813 eV
**Net charge**: +4
**LUMO energy (spin up / spin down)**: -14.51 / -14.59 eV

Calculated values (eV/Å) of max |F| for the records, taken in order: 15.61; 2.49; 2.96; 3.87; 1.28; 5.06; 0.68; 2.36.